1.
This record from the Open Molecules 2025 dataset describes one molecule with the formula C4H6ClF. The level of theory is the ωB97M-V functional and the def2-TZVPD basis.

Properties
Structure (SMILES) = FC/C=C\CCl
E_HOMO = -9.65 eV
HOMO-LUMO gap = 0.3728 Eh
Total energy = -19482.1956 eV
LUMO energy = 0.490 eV
Energy above the lowest of the compared OMol25 structures with the same formula, charge and spin = 2.546 eV

```
12
Properties=species:S:1:pos:R:3:lowdin_charge:R:1
Cl -2.389 0.184 -0.147 0.470
F 2.153 1.391 0.205 -0.127
C 2.299 0.004 -0.290 -0.214
C 1.180 -0.794 -0.496 -0.167
C -0.806 -0.012 0.770 -0.510
C -0.059 -1.178 0.017 -0.128
H 2.806 0.316 -1.305 0.149
H 3.197 -0.596 0.241 0.167
H 1.733 -1.768 -0.860 0.141
H -0.448 -2.243 -0.190 0.130
H -1.302 -0.366 1.708 0.059
H -0.426 0.892 1.062 0.031
```



2.
This record from the Open Molecules 2025 dataset describes a 2-piece molecular cluster, C4H6ClF overall. The level of theory is the ωB97M-V functional and the def2-TZVPD basis.

Properties
E_HOMO = -8.89 eV
HOMO-LUMO gap = 0.2992 Eh
Total energy = -19477.5962 eV
LUMO energy = -0.749 eV
Energy above the lowest of the compared OMol25 structures with the same formula, charge and spin = 7.146 eV

```
12
Properties=species:S:1:pos:R:3:lowdin_charge:R:1
Cl -0.797 1.963 0.798 0.639
F -2.315 -2.102 1.708 -0.084
C 0.910 0.619 -1.186 -0.138
C -2.427 -1.679 0.437 0.130
C -0.188 0.415 1.171 -0.468
C 0.924 0.134 0.226 -0.447
H -0.117 0.332 -1.416 0.066
H 1.759 0.712 0.659 0.126
H 1.484 -0.093 -1.757 0.082
H -1.393 -1.036 0.368 -0.029
H 1.156 -0.896 0.324 0.085
H 1.005 1.630 -1.333 0.036
```



3.
This record from the Open Molecules 2025 dataset describes one molecule with the formula C4H6ClF. The level of theory is the ωB97M-V functional and the def2-TZVPD basis.

Properties
Structure (SMILES) = C=C(CF)CCl
E_HOMO = -9.67 eV
HOMO-LUMO gap = 0.3911 Eh
Total energy = -19483.4185 eV
LUMO energy = 0.973 eV
Energy above the lowest of the compared OMol25 structures with the same formula, charge and spin = 1.323 eV

```
12
Properties=species:S:1:pos:R:3:lowdin_charge:R:1
Cl -2.100 -0.899 0.910 0.570
F 0.391 1.740 1.122 0.028
C -0.306 -0.852 1.078 -0.507
C 0.152 -0.128 -0.119 -0.390
C 0.459 -0.771 -1.245 0.058
C 0.078 1.417 -0.085 -0.256
H 0.756 1.520 -0.950 0.108
H -0.092 -0.183 1.857 0.051
H 0.090 -1.801 1.269 0.068
H -0.797 2.005 -0.405 0.134
H 0.380 -1.806 -1.335 0.046
H 0.989 -0.243 -2.095 0.091
```



4.
This record from the Open Molecules 2025 dataset describes one molecule with the formula C4H6ClF. The level of theory is the ωB97M-V functional and the def2-TZVPD basis.

Properties
Structure (SMILES) = C=C(CF)CCl
E_HOMO = -9.87 eV
HOMO-LUMO gap = 0.3968 Eh
Total energy = -19484.0624 eV
LUMO energy = 0.927 eV
Energy above the lowest of the compared OMol25 structures with the same formula, charge and spin = 0.680 eV

```
12
Properties=species:S:1:pos:R:3:lowdin_charge:R:1
Cl -0.024 1.987 1.610 0.558
F 1.050 0.430 -1.971 -0.027
C -1.165 -0.501 -0.780 0.077
C -0.063 -0.222 -0.059 -0.355
C 1.209 -0.062 -0.704 -0.241
C -0.328 0.257 1.395 -0.552
H 0.292 -0.246 2.100 0.056
H -1.395 0.138 1.660 0.073
H 1.931 0.543 -0.129 0.125
H -0.979 -0.925 -1.785 0.081
H -2.209 -0.345 -0.537 0.072
H 1.680 -1.055 -0.802 0.133
```



5.
This record from the Open Molecules 2025 dataset describes one molecule with the formula C4H6ClFS. The level of theory is the ωB97M-V functional and the def2-TZVPD basis.

Properties
Structure (SMILES) = C=C(SC)[C@@H](F)Cl
E_HOMO = -8.60 eV
HOMO-LUMO gap = 0.3424 Eh
Total energy = -30319.4558 eV
LUMO energy = 0.718 eV
Energy above the lowest of the compared OMol25 structures with the same formula, charge and spin = 0.758 eV

```
13
Properties=species:S:1:pos:R:3:lowdin_charge:R:1
Cl 2.335 -0.493 -1.118 0.586
S -1.209 -0.309 -0.936 0.852
F 1.272 -0.644 1.198 -0.073
C 1.382 0.322 0.229 -0.661
C -1.116 -1.798 0.042 -0.405
C -0.369 2.072 -0.157 -0.019
C 0.008 0.803 -0.233 -0.622
H -0.039 -2.008 0.263 0.038
H 0.229 2.796 0.340 0.056
H -1.670 -1.690 0.970 0.038
H -1.506 -2.576 -0.571 0.019
H 2.021 1.136 0.602 0.109
H -1.339 2.387 -0.629 0.082
```



6.
This record from the Open Molecules 2025 dataset describes C4H6ClIO as an isolated structure. The level of theory is the ωB97M-V functional and the def2-TZVPD basis.

Properties
E_HOMO (spin up / spin down) = -7.38 / -8.27 eV
HOMO-LUMO gap (spin up / spin down) = 0.2401 / 0.3132 Eh
Total energy = -26911.7733 eV
LUMO energy (spin up / spin down) = -0.851 / 0.256 eV
Energy above the lowest of the compared OMol25 structures with the same formula, charge and spin = 3.652 eV

```
13
Properties=species:S:1:pos:R:3:lowdin_charge:R:1
I 2.264 1.000 0.234 0.775
Cl 1.152 -1.840 -0.798 0.530
O -2.403 0.153 -0.151 0.103
C 0.678 -1.003 1.803 -0.302
C -1.426 0.731 -0.483 -0.240
C 0.887 -0.601 0.433 -1.219
C -0.811 1.186 -1.712 -0.104
H 0.006 0.462 -2.037 0.076
H -1.631 1.220 -2.391 0.074
H -0.228 2.122 -1.590 0.072
H 0.510 -0.216 2.645 0.118
H 1.236 -1.721 2.378 0.072
H -0.236 -1.493 1.669 0.043
```



7.
This record from the Open Molecules 2025 dataset describes an isolated ion of composition C4H6ClN2O and charge +1. The level of theory is the ωB97M-V functional and the def2-TZVPD basis.

Properties
Structure (SMILES) = C=C/N=C\[NH+]=C(\O)Cl
E_HOMO = -14.56 eV
Net charge = +1
HOMO-LUMO gap = 0.3213 Eh
Total energy = -21785.1589 eV
LUMO energy = -5.821 eV
Energy above the lowest of the compared OMol25 structures with the same formula, charge and spin = 3.190 eV

```
14
Properties=species:S:1:pos:R:3:lowdin_charge:R:1
Cl 2.407 0.208 0.921 0.731
O 1.474 0.073 -1.529 0.091
N 0.349 1.503 -0.095 0.038
N -1.461 0.527 0.807 0.140
C -0.745 1.573 0.743 -0.109
C 1.081 0.349 -0.317 -0.708
C -1.241 -0.711 0.284 -0.098
C -0.104 -1.407 0.368 0.030
H 1.726 -0.850 -1.538 0.137
H -0.838 2.438 1.465 0.179
H 0.437 -1.470 1.272 0.077
H -2.114 -0.969 -0.329 0.156
H 0.560 2.301 -0.832 0.243
H -0.082 -2.294 -0.189 0.094
```



8.
This record from the Open Molecules 2025 dataset describes one molecule with the formula C4H6ClNOS. The level of theory is the ωB97M-V functional and the def2-TZVPD basis.

Properties
2S+1 = 3
E_HOMO (spin up / spin down) = -5.07 / -9.29 eV
HOMO-LUMO gap (spin up / spin down) = 0.2079 / 0.2568 Eh
Total energy = -31135.3860 eV
LUMO energy (spin up / spin down) = 0.587 / -2.298 eV
Energy above the lowest of the compared OMol25 structures with the same formula, charge and spin = 0.744 eV

```
14
Properties=species:S:1:pos:R:3:lowdin_charge:R:1
Cl 1.770 -0.843 0.837 0.627
S -1.958 -0.154 0.416 1.043
O 1.356 0.486 -1.332 -0.039
N -0.418 0.561 0.065 -0.415
C -1.378 -1.628 -0.248 -0.459
C -0.116 1.841 0.864 -0.067
C 0.556 -0.242 -0.419 -0.949
C -0.157 -1.506 -0.813 -0.203
H 2.097 -0.116 -1.577 0.103
H 0.569 2.337 0.261 0.054
H 0.147 1.677 1.902 0.065
H 0.509 -2.305 -1.029 0.087
H -1.919 -2.552 -0.078 0.054
H -1.058 2.444 1.150 0.100
```



What did the seventh record say?
This record from the Open Molecules 2025 dataset describes an isolated ion of composition C4H6ClN2O and charge +1. The level of theory is the ωB97M-V functional and the def2-TZVPD basis.

Properties
Structure (SMILES) = C=C/N=C\[NH+]=C(\O)Cl
E_HOMO = -14.56 eV
Net charge = +1
HOMO-LUMO gap = 0.3213 Eh
Total energy = -21785.1589 eV
LUMO energy = -5.821 eV
Energy above the lowest of the compared OMol25 structures with the same formula, charge and spin = 3.190 eV

```
14
Properties=species:S:1:pos:R:3:lowdin_charge:R:1
Cl 2.407 0.208 0.921 0.731
O 1.474 0.073 -1.529 0.091
N 0.349 1.503 -0.095 0.038
N -1.461 0.527 0.807 0.140
C -0.745 1.573 0.743 -0.109
C 1.081 0.349 -0.317 -0.708
C -1.241 -0.711 0.284 -0.098
C -0.104 -1.407 0.368 0.030
H 1.726 -0.850 -1.538 0.137
H -0.838 2.438 1.465 0.179
H 0.437 -1.470 1.272 0.077
H -2.114 -0.969 -0.329 0.156
H 0.560 2.301 -0.832 0.243
H -0.082 -2.294 -0.189 0.094
```



The lowest energy above the lowest of the compared OMol25 structures with the same formula, charge and spin belongs to which entry?
number 4



The lowest total energy belongs to which entry?
C4H6ClNOS